{
  "formula": "C14H22I2NO4P2STl",
  "method": "the ωB97M-V functional and the def2-TZVPD basis",
  "species": ["I", "I", "Tl", "P", "C", "C", "H", "H", "H", "H", "H", "H", "C", "H", "H", "H", "P", "C", "C", "H", "H", "H", "C", "H", "H", "H", "H", "H", "H", "C", "O", "O", "C", "N", "S", "O", "O", "C", "C", "C", "C", "C", "C", "H", "H", "H", "H"],
  "coordinates": [[-3.10, 1.16, -1.86], [0.71, 1.07, -3.15], [-0.94, -0.40, -1.11], [-0.66, -2.68, -2.02], [-0.95, -3.67, -0.54], [-1.93, -3.10, -3.25], [-2.00, -4.18, -3.41], [0.94, -4.13, -3.15], [-1.72, -2.62, -4.21], [1.31, -2.40, -3.37], [-1.48, -3.06, 0.21], [-2.91, -2.73, -2.90], [0.96, -3.15, -2.65], [-1.55, -4.57, -0.75], [1.69, -3.20, -1.82], [0.01, -3.98, -0.11], [-0.55, 3.22, -2.13], [-0.88, 3.84, -0.45], [0.77, 4.33, -2.68], [-1.91, 3.53, -4.10], [-1.77, 5.02, -3.09], [-2.90, 3.71, -2.61], [-1.94, 3.94, -3.09], [1.14, 4.00, -3.65], [0.31, 5.33, -2.77], [-0.80, 4.93, -0.55], [-0.13, 3.45, 0.26], [1.58, 4.34, -1.94], [-1.87, 3.55, -0.11], [-0.02, 0.38, 0.86], [0.03, 1.49, 1.33], [-1.50, -1.58, 2.32], [-0.32, -1.25, 2.40], [0.43, -0.82, 1.27], [2.32, -0.92, 1.52], [2.57, -2.22, 0.97], [2.73, 0.29, 0.89], [1.89, -0.87, 3.24], [2.73, -0.52, 4.27], [2.21, -0.43, 5.58], [0.86, -0.67, 5.84], [0.00, -1.04, 4.81], [0.55, -1.14, 3.54], [3.78, -0.32, 4.02], [2.91, -0.16, 6.38], [0.48, -0.58, 6.85], [-1.07, -1.21, 4.93]],
  "orbital_gap_ev": 5.36,
  "e_homo_ev": -14.02,
  "e_tot_ev": -74845.5053,
  "total_charge": 2,
  "e_above_lowest_kcal_mol": 0.0,
  "lumo_ha": -0.3183
}



{
  "formula": "C14H22KN2O",
  "method": "the ωB97M-V functional and the def2-TZVPD basis",
  "species": ["C", "C", "C", "C", "C", "C", "C", "C", "C", "C", "C", "O", "C", "N", "C", "C", "N", "H", "H", "H", "H", "H", "H", "H", "H", "H", "H", "H", "H", "H", "H", "H", "H", "H", "H", "H", "H", "H", "H", "K"],
  "coordinates": [[5.11, -0.29, 0.96], [3.78, 0.55, 0.52], [3.95, 1.42, -0.85], [2.56, 0.48, 1.28], [1.12, 0.35, 0.51], [0.24, 1.70, 0.55], [-1.32, 1.51, 0.87], [-1.63, 0.50, 2.11], [-2.23, 1.20, -0.44], [-1.81, -0.13, -1.25], [-2.40, -1.53, -0.65], [-1.54, -2.14, 0.34], [-3.95, -1.44, -0.16], [-5.12, -1.16, 0.08], [-2.42, -2.57, -1.92], [-0.95, -2.81, -2.51], [0.25, -2.73, -2.74], [5.41, 0.13, 1.99], [5.97, -0.11, 0.23], [4.91, -1.42, 0.97], [2.96, 1.91, -1.17], [4.30, 0.77, -1.74], [4.76, 2.21, -0.64], [2.60, 0.48, 2.43], [0.57, -0.59, 0.84], [1.41, 0.18, -0.60], [0.39, 2.35, -0.40], [0.67, 2.35, 1.41], [-1.70, 2.55, 1.24], [-0.72, -0.07, 2.49], [-2.52, -0.21, 1.87], [-2.00, 1.13, 3.01], [-2.03, 2.10, -1.15], [-3.35, 1.27, -0.16], [-2.30, -0.03, -2.31], [-0.69, -0.25, -1.44], [-1.51, -3.13, 0.19], [-3.18, -2.21, -2.70], [-2.79, -3.57, -1.49], [-4.79, 1.27, 0.42]],
  "orbital_gap_ev": 6.66,
  "e_homo_ev": -10.18,
  "e_tot_ev": -36214.0988,
  "total_charge": 1,
  "lumo_ha": -0.1294
}



{
  "formula": "C14H22N2O3S2",
  "method": "the ωB97M-V functional and the def2-TZVPD basis",
  "species": ["C", "H", "H", "C", "N", "C", "O", "C", "N", "S", "O", "O", "C", "C", "C", "C", "C", "C", "H", "H", "C", "H", "H", "H", "H", "H", "H", "C", "C", "H", "H", "S", "C", "H", "H", "H", "H", "H", "H", "H", "H", "H", "H"],
  "coordinates": [[2.54, -0.52, 2.42], [3.50, -0.10, 2.72], [2.71, -1.51, 2.01], [1.89, 0.38, 1.37], [0.63, -0.16, 0.93], [0.36, -0.48, -0.35], [1.15, -0.35, -1.26], [-1.03, -1.10, -0.54], [-1.97, -0.43, 0.35], [-2.66, 0.96, -0.33], [-3.00, 0.71, -1.71], [-3.70, 1.35, 0.57], [-1.30, 2.09, -0.24], [-0.52, 2.33, -1.36], [0.58, 3.16, -1.25], [0.90, 3.76, -0.03], [0.09, 3.52, 1.08], [-1.01, 2.68, 0.97], [-1.66, 2.48, 1.81], [0.32, 3.99, 2.02], [2.09, 4.65, 0.07], [2.27, 4.97, 1.10], [2.98, 4.14, -0.29], [1.95, 5.54, -0.54], [1.20, 3.35, -2.11], [-0.78, 1.86, -2.29], [-2.72, -1.03, 0.66], [-0.96, -2.60, -0.25], [-0.05, -3.32, -1.23], [-0.43, -3.25, -2.25], [0.95, -2.90, -1.21], [0.15, -5.08, -0.81], [-1.43, -5.73, -1.43], [-1.55, -5.47, -2.48], [-1.38, -6.81, -1.32], [-2.25, -5.34, -0.84], [-1.97, -3.01, -0.31], [-0.59, -2.76, 0.77], [-1.33, -0.94, -1.59], [-0.12, -0.26, 1.60], [2.52, 0.46, 0.48], [1.73, 1.39, 1.78], [1.90, -0.60, 3.30]],
  "orbital_gap_ev": 9.20,
  "e_homo_ev": -8.68,
  "e_tot_ev": -45668.7399,
  "total_charge": 0,
  "smiles": "CCNC(=O)[C@@H](CCSC)NS(=O)(=O)c1ccc(C)cc1",
  "e_above_lowest_kcal_mol": 4.5,
  "lumo_ha": 0.0194
}



{
  "formula": "C14H22N2O4S",
  "method": "the ωB97M-V functional and the def2-TZVPD basis",
  "species": ["C", "H", "H", "H", "C", "C", "H", "H", "S", "O", "O", "N", "C", "H", "C", "C", "O", "N", "H", "C", "C", "C", "C", "C", "O", "H", "H", "H", "H", "H", "H", "C", "C", "C", "H", "H", "H", "H", "H", "H", "H", "H", "H"],
  "coordinates": [[0.12, 1.50, 3.72], [0.32, 0.64, 3.09], [-0.50, 1.17, 4.56], [1.06, 1.87, 4.12], [-0.59, 2.59, 2.93], [-1.84, 2.07, 2.25], [-2.44, 1.44, 2.90], [-2.46, 2.88, 1.85], [-1.46, 1.07, 0.78], [-2.69, 0.82, 0.10], [-0.68, -0.09, 1.17], [-0.49, 2.11, -0.10], [0.89, 1.73, -0.32], [1.48, 2.65, -0.38], [1.08, 0.89, -1.60], [1.92, -0.37, -1.38], [2.87, -0.64, -2.09], [1.51, -1.15, -0.36], [0.68, -0.91, 0.17], [2.09, -2.46, -0.11], [1.12, -3.54, -0.43], [0.60, -3.97, -1.62], [-0.32, -4.99, -1.31], [-0.29, -5.12, 0.05], [0.57, -4.24, 0.59], [-0.82, -5.77, 0.72], [-0.92, -5.56, -1.99], [0.85, -3.59, -2.59], [2.39, -2.54, 0.94], [2.98, -2.53, -0.76], [1.60, 1.48, -2.35], [-0.29, 0.49, -2.16], [-1.11, 1.75, -2.47], [-1.12, 2.70, -1.26], [-0.58, 3.62, -1.48], [-2.14, 2.95, -0.97], [-0.68, 2.26, -3.34], [-2.13, 1.45, -2.72], [-0.16, -0.10, -3.06], [-0.83, -0.12, -1.43], [1.21, 1.18, 0.57], [0.08, 2.99, 2.16], [-0.86, 3.41, 3.60]],
  "orbital_gap_ev": 8.91,
  "e_homo_ev": -8.36,
  "e_tot_ev": -36880.1686,
  "total_charge": 0,
  "smiles": "CCCS(=O)(=O)N1CCC[C@H](C(=O)NCc2ccco2)C1",
  "e_above_lowest_kcal_mol": 42.2,
  "lumo_ha": 0.0205
}



{
  "formula": "C14H22N6Pd",
  "method": "the ωB97M-V functional and the def2-TZVPD basis",
  "species": ["Pd", "C", "C", "N", "C", "C", "C", "C", "C", "C", "C", "N", "C", "C", "N", "N", "H", "H", "H", "H", "H", "H", "H", "H", "H", "H", "H", "H", "H", "H", "H", "H", "H", "H", "N", "C", "C", "C", "N", "H", "H", "H", "H"],
  "coordinates": [[-0.70, -0.09, 0.34], [1.04, 2.13, -0.72], [1.28, 2.15, 0.79], [0.31, 1.32, 1.60], [1.02, 0.50, 2.64], [1.43, -0.85, 2.08], [2.45, -1.65, 2.56], [2.63, -2.91, 1.99], [1.79, -3.34, 0.97], [0.79, -2.50, 0.53], [-0.26, -2.83, -0.51], [-0.73, -1.57, -1.18], [0.19, -1.19, -2.31], [0.52, 0.31, -2.43], [1.10, 0.75, -1.17], [0.65, -1.29, 1.08], [1.78, 2.79, -1.18], [0.06, 2.53, -0.96], [1.25, 3.17, 1.17], [2.28, 1.76, 1.00], [-0.28, 1.97, 2.10], [0.33, 0.33, 3.47], [1.88, 1.03, 3.04], [3.08, -1.30, 3.36], [3.42, -3.55, 2.35], [1.91, -4.32, 0.52], [-1.12, -3.29, -0.02], [0.12, -3.54, -1.24], [-1.65, -1.75, -1.56], [-0.23, -1.56, -3.25], [1.13, -1.73, -2.14], [-0.38, 0.89, -2.61], [1.17, 0.44, -3.30], [2.02, 0.34, -1.02], [-2.91, 1.94, 0.45], [-3.91, 2.56, -0.20], [-3.91, 2.08, -1.48], [-2.89, 1.14, -1.52], [-2.26, 1.05, -0.35], [-2.72, 1.96, 1.44], [-4.53, 3.27, 0.30], [-4.58, 2.36, -2.28], [-2.58, 0.52, -2.35]],
  "orbital_gap_ev": 8.06,
  "e_homo_ev": -14.75,
  "e_tot_ev": -27281.4756,
  "total_charge": 2,
  "e_above_lowest_kcal_mol": 0.0,
  "lumo_ha": -0.2461
}